Entry 1:
8 unconnected molecules or ions with the total composition C35H50NO17 in a non-equilibrium geometry, computed with ωB97M-V/def2-TZVPD.

Structure (XYZ):
```
103
Properties=species:S:1:pos:R:3:forces:R:3:lowdin_charge:R:1
O 0.499479 -5.905511 46.292873 -1.37 -1.31 -3.82 -0.01
O 0.213640 -12.949309 52.468892 -0.32 2.64 -0.82 0.08
O 4.937259 2.815791 55.531533 -1.33 -0.20 -1.09 0.10
O 2.362611 -8.778254 51.013318 -2.26 -0.14 0.14 0.09
O 5.033809 -2.351494 50.976689 -2.14 3.59 -1.80 -0.04
O 3.321916 -0.040164 47.369785 -1.13 1.47 -0.24 0.09
O 2.141378 4.791306 47.033928 -0.96 1.07 2.39 0.07
O 1.394044 -0.314940 49.246471 -0.32 2.33 -1.61 0.04
O 2.660994 -1.035221 53.858320 -0.09 0.98 -0.31 0.08
O 3.308014 4.644038 54.074890 4.57 -5.70 4.44 0.16
O 0.461022 4.459029 49.116947 3.50 -2.42 -2.44 0.03
O 0.600126 -2.451179 52.702750 -4.33 0.34 2.48 -0.05
O -2.194604 -12.253157 51.434065 2.26 0.28 0.70 0.08
O 1.119527 0.562428 52.323055 1.15 0.70 0.08 0.03
O -0.059299 -8.180647 49.956217 -0.11 1.76 -0.51 0.12
O 4.100405 -8.277614 48.322776 -1.88 -0.79 -2.55 0.02
O 5.048852 -4.305221 46.490356 1.92 3.32 0.71 -0.01
N 2.055340 -4.406104 49.680756 2.22 -0.66 2.03 -0.34
C 3.620033 -8.827017 47.308944 3.36 -1.77 0.54 -0.40
C 1.236257 -9.507595 51.243497 2.94 -6.96 4.10 -0.17
C -0.001350 -9.158366 50.653532 -2.93 -1.16 -1.77 -0.38
C -1.608560 -3.356724 52.888066 -2.48 1.18 1.78 -0.02
C -0.577812 -2.329729 53.266172 4.86 0.70 -2.85 -0.33
C 1.644287 0.932756 48.657288 -3.55 2.92 5.17 -0.12
C 6.327029 -3.026400 44.842086 -0.21 -6.48 3.44 0.03
C -1.129135 -11.394480 51.335184 -1.56 3.52 -1.98 -0.19
C 0.422477 -6.271967 45.068540 4.41 2.45 4.05 -0.43
C 2.838764 0.282144 53.845032 4.66 1.46 4.14 -0.16
C 3.847935 0.965819 54.782806 -4.46 -5.80 -3.93 0.08
C -0.556057 -7.204424 44.541617 -3.06 2.20 -2.01 -0.02
C -0.885657 -1.090199 54.121210 1.94 -2.87 0.71 0.01
C -1.171824 -10.116890 50.650382 2.27 -4.50 3.85 0.12
C 0.121871 -11.793719 51.985584 1.45 -2.02 0.72 -0.34
C 1.599844 -5.820772 44.135662 -2.37 2.21 4.54 0.02
C 0.752296 -3.864927 49.261738 0.17 -1.81 -5.05 0.02
C 1.004714 2.183731 49.304838 1.62 -5.08 -1.65 0.09
C 1.928242 -5.244177 50.937022 1.93 -3.17 -1.38 0.02
C 2.022474 3.560058 47.528938 4.38 -3.30 -5.03 -0.20
C 2.606306 0.957432 47.564324 1.49 -0.20 0.02 -0.41
C 2.719660 2.252967 46.940852 -0.22 5.54 -1.18 0.11
C 2.926547 -3.252300 49.966326 2.70 2.05 3.91 -0.09
C 1.286443 -10.868557 51.944169 1.21 3.54 -1.11 0.12
C 5.956219 -2.268674 47.386446 -4.74 1.00 -2.07 0.00
C 2.060446 2.535605 53.190606 4.19 4.32 2.48 0.11
C 4.018679 2.347696 54.813324 3.84 1.52 3.21 -0.42
C 1.191766 3.484526 48.644625 -5.67 0.11 5.86 -0.35
C 4.336286 -3.514206 50.716273 3.16 -2.40 -5.92 -0.25
C 2.240071 -8.651819 46.770840 0.37 2.69 0.12 0.00
C 2.020829 1.127563 52.982285 -2.48 -0.37 0.17 -0.39
C 2.663571 -5.311102 48.658829 1.13 -1.93 0.24 -0.01
C 3.181186 3.267017 54.104144 -6.60 -0.22 -6.30 -0.04
C 4.478709 -9.963060 46.591037 0.73 6.33 -0.86 0.01
C 5.745290 -3.246072 46.385527 -2.89 -5.84 -5.39 -0.35
H 1.908306 -1.328543 53.260249 0.27 0.30 0.25 0.08
H 4.332736 -10.833538 47.034455 -1.31 -4.24 1.43 0.02
H 2.230221 -11.334482 52.485025 -1.88 1.36 -1.41 0.16
H 2.770141 -6.068009 51.093367 -0.34 2.73 -0.40 0.15
H 0.199467 -4.606515 48.553235 0.54 0.58 2.19 0.14
H 0.477194 -0.154559 49.518465 0.18 -0.61 0.74 0.11
H 1.395830 3.153834 52.563163 0.44 -0.27 0.50 0.10
H 6.371485 -1.486037 46.929075 1.54 3.53 -1.33 0.06
H 7.042450 -2.389207 44.956623 3.80 4.94 -0.14 -0.02
H 5.895062 -2.329661 51.349626 0.86 -0.99 0.46 0.09
H 1.816931 -4.598999 51.763761 -0.82 0.23 1.03 0.08
H 4.685693 -4.013733 51.531106 -1.80 -2.89 2.91 0.09
H 7.003367 -3.953341 44.499714 -2.01 1.39 0.96 0.13
H 2.311821 -5.073450 44.503871 -0.93 0.27 0.05 0.10
H 1.973595 -6.169509 48.624959 0.43 0.31 -0.29 0.09
H -1.345646 -6.690829 43.771406 1.63 -0.55 2.16 0.17
H 0.991336 -5.627698 43.369277 -1.25 1.65 -4.05 0.04
H -1.844922 -13.004999 52.013588 -0.51 0.96 -0.95 0.14
H 1.699147 -9.515064 46.553347 -0.43 -1.90 -0.12 0.07
H 1.889186 -8.199248 47.662869 -1.77 0.76 0.50 0.05
H 2.682009 -4.793294 47.763667 -0.35 0.94 -2.00 0.06
H 0.318135 2.020557 50.243916 1.56 0.55 -2.09 0.14
H 2.738240 -2.582361 50.863687 -2.33 -0.39 -1.48 0.14
H 5.065247 -2.007138 47.911291 -0.70 0.21 0.28 0.09
H 3.058526 -2.636299 49.074843 0.23 -0.23 0.16 0.13
H -1.923479 -3.230896 51.851938 0.85 -0.41 -0.36 0.07
H -0.083613 -0.821491 54.815495 0.20 -0.27 -0.37 0.10
H 4.396013 0.236779 55.400930 -0.07 1.03 -0.20 0.13
H 4.906773 -4.165794 49.897472 -0.54 1.24 1.08 0.13
H -1.061213 -7.539335 45.397935 -1.12 -0.94 0.78 0.07
H 0.918422 -3.124617 48.465848 0.49 0.30 0.56 0.11
H 2.153146 -6.600799 43.937790 2.74 -4.52 -1.31 0.02
H 4.299478 -9.830552 45.519284 0.01 -0.81 0.19 0.09
H 1.313826 -6.093737 50.651725 -1.82 0.71 0.55 0.08
H 3.446661 2.329035 45.967723 -2.04 0.09 2.74 0.17
H -1.234610 -4.394657 53.167435 -0.96 1.34 -0.44 0.12
H 3.052635 -9.386731 51.240203 1.20 -0.23 0.20 0.11
H -0.262224 -7.949027 43.859826 1.22 -1.21 -0.35 0.07
H 2.692686 5.004148 53.562545 -4.31 2.21 -3.61 0.04
H 6.572863 -2.650897 47.993661 4.90 -2.76 5.09 0.04
H 0.291728 -3.409860 50.052213 -1.49 0.69 2.07 0.06
H 2.023019 -7.977077 45.887306 1.04 -0.54 1.17 0.10
H 1.664155 5.470483 47.778685 1.26 -2.62 -2.55 0.23
H 3.768873 -5.708165 48.722222 -2.23 1.06 1.01 0.14
H -1.716493 -1.294710 54.699286 -1.86 -0.45 1.30 0.05
H -1.102911 -0.257255 53.573565 -0.39 2.12 -2.00 0.06
H 5.572930 -2.900405 44.159513 -1.72 0.72 -1.48 0.04
H -2.101578 -9.875181 50.286308 -1.70 1.10 -1.17 0.09
H -2.650827 -2.954858 53.351344 2.34 -1.75 -0.29 0.13
H 5.519595 -9.722253 46.825447 -0.01 0.10 -0.28 0.08
```
Forces are in eV/Å.

Output
gap between HOMO and LUMO = 5.9633 eV
spin multiplicity = 1
largest force on an atom = 9.13 eV/Å
charge = +1
energy above the lowest of the compared OMol25 structures with the same formula, charge and spin = 92.7 kcal/mol

---

Entry 2:
A gas-phase ion, C5H10N (charge +1) in a non-equilibrium geometry, computed with ωB97M-V/def2-TZVPD.

Structure (XYZ):
```
16
Properties=species:S:1:pos:R:3:forces:R:3:lowdin_charge:R:1
N 0.081704 -0.081985 1.423373 0.50 -1.04 -0.84 0.02
C -0.800044 0.888023 -2.185892 0.30 -0.12 -0.65 -0.02
C 0.126594 -1.584164 1.256316 2.76 0.93 -2.53 -0.03
C 0.312920 2.003551 -0.006813 -0.11 -3.77 -2.85 0.11
C -0.163104 1.064260 -0.872713 2.74 2.42 1.39 -0.18
C 0.872537 0.641041 0.082608 -2.18 -0.17 1.61 -0.11
H 0.506180 3.015963 0.132901 0.16 1.43 0.46 0.10
H 0.554401 -1.671573 0.204198 -0.76 -0.48 1.19 0.11
H 1.846766 0.079109 -0.009742 -1.02 1.03 0.07 0.16
H 0.852444 -2.114521 1.873350 -0.28 0.49 0.43 0.10
H 0.701586 0.127966 2.220487 -1.27 0.59 0.00 0.16
H -0.939039 -0.202070 -2.444450 -0.25 1.47 0.11 0.11
H -0.231864 1.445377 -3.003657 -0.33 -0.98 1.13 0.13
H -0.801655 -2.033058 1.267326 -1.98 -0.77 0.30 0.06
H -1.680823 1.515361 -2.065225 -0.71 -0.62 -0.53 0.09
H -0.935312 0.285037 1.392613 2.42 -0.42 0.73 0.20
```
Forces are in eV/Å.

Output
gap between HOMO and LUMO = 10.9272 eV
spin multiplicity = 1
largest force on an atom = 4.73 eV/Å
structure (SMILES) = C[NH2+][C@@H]1C=C1C
charge = +1
energy above the lowest of the compared OMol25 structures with the same formula, charge and spin = 69.7 kcal/mol

---

Entry 3:
A molecular structure, C6H8O2 in a non-equilibrium geometry, computed with ωB97M-V/def2-TZVPD.

Structure (XYZ):
```
16
Properties=species:S:1:pos:R:3:forces:R:3:lowdin_charge:R:1
O -1.489661 0.716586 -0.084882 -0.55 0.22 0.68 -0.07
O -1.707458 -0.933321 1.501486 -0.13 0.45 1.07 0.02
C 0.695629 -0.419870 0.718059 -2.73 1.77 -0.91 -0.13
C -0.950803 -0.041904 -1.165158 0.67 -0.39 0.89 -0.14
C -1.167321 0.268914 1.150404 2.54 -1.31 -2.21 -0.28
C 1.262135 1.262565 -1.244814 -0.27 -0.32 0.13 0.03
C 0.608955 0.028767 -1.059681 -0.65 0.43 -0.16 -0.28
C 1.379264 -1.131300 1.424554 1.46 -0.71 0.98 0.07
H 2.158198 1.331045 -1.844827 0.12 -0.06 0.22 0.05
H -1.332395 0.368902 -2.096753 0.06 0.18 0.16 0.13
H 1.027753 -0.775751 -1.665935 0.11 -0.09 0.40 0.12
H 2.219881 -1.611506 1.869760 -0.07 -0.20 -0.01 0.02
H 0.947087 2.140715 -0.695063 -0.10 0.03 -0.19 0.06
H -1.269794 -1.163489 2.355092 -0.44 -0.08 -0.89 0.13
H -1.126211 1.048287 1.905575 -0.01 -0.01 -0.09 0.15
H -1.255259 -1.088640 -1.067818 -0.01 0.10 -0.08 0.12
```
Forces are in eV/Å.

Output
gap between HOMO and LUMO (spin up / spin down) = 7.0195 / 7.6827 eV
spin multiplicity = 1
largest force on an atom = 3.61 eV/Å
energy above the lowest of the compared OMol25 structures with the same formula, charge and spin = 155.7 kcal/mol

---

Entry 4:
12 unconnected molecules or ions with the total composition C12H30Cl12N6O12 in a non-equilibrium geometry, computed with ωB97M-V/def2-TZVPD.

Structure (XYZ):
```
72
Properties=species:S:1:pos:R:3:forces:R:3:lowdin_charge:R:1
Cl 2.696169 1.611063 2.268542 -0.06 -0.07 0.31 0.56
Cl -1.016489 -0.990201 -3.945250 0.07 0.10 0.07 0.54
Cl -2.550965 0.606953 -5.848420 -0.16 0.08 0.17 0.53
Cl 0.751601 -0.213061 6.053101 0.17 -0.03 0.15 0.54
Cl -4.561475 1.888394 -0.328433 0.11 0.02 -0.01 0.54
Cl -0.672592 1.484267 4.138060 -0.14 -0.13 0.56 0.53
Cl -3.144603 4.288525 0.589488 0.11 -0.17 -0.29 0.52
Cl -1.185760 -2.898231 -0.626834 0.10 0.09 0.17 0.60
Cl -0.138723 -5.285113 0.669455 0.29 -0.16 -0.24 0.54
Cl 1.639012 2.091892 -5.058807 -0.23 -0.03 0.08 0.57
Cl 4.945734 3.344552 1.525772 -0.10 -0.09 -0.14 0.53
Cl 2.745691 2.517665 -2.362597 0.22 0.12 -0.25 0.60
O 2.491799 -0.688974 -1.276792 -0.09 0.22 0.01 0.03
O -5.420953 -2.562965 -3.245515 0.03 -0.49 -0.70 0.08
O 1.870836 -1.624614 2.210666 0.02 0.19 -0.05 0.03
O -2.047897 5.809925 -2.370514 0.15 -0.56 0.13 0.05
O -6.133895 -1.159779 -1.798817 -0.47 0.42 0.19 0.05
O 3.970892 -1.593550 1.733324 0.00 0.23 0.15 0.05
O -0.211313 6.538283 -3.202713 -0.03 -0.35 0.06 0.06
O 2.610108 -2.363300 -2.625076 -0.05 -0.01 -0.13 0.07
O -1.316479 0.939071 -1.291159 -0.29 -0.14 -0.38 0.02
O -1.163475 -2.300935 2.788750 -0.27 0.88 0.27 0.01
O 0.393381 1.944560 -0.480416 0.12 0.05 -0.12 0.01
O -1.381256 -2.775896 4.854774 -0.07 -0.14 0.75 0.09
N -5.251672 -1.718546 -2.407772 0.24 0.12 0.80 -0.46
N -1.450767 -3.059715 3.689912 -0.26 0.09 -0.18 -0.42
N -0.841753 5.747786 -2.521536 0.01 1.15 -0.37 -0.44
N 3.068744 -1.634917 -1.773352 0.16 -0.21 0.02 -0.44
N -0.491150 1.118434 -0.424888 -0.31 0.26 0.61 -0.39
N 3.043828 -1.722945 2.506106 -0.08 -1.05 -0.20 -0.43
C 3.592847 2.366015 0.956071 -0.38 -0.17 -0.56 -1.06
C -3.862033 -1.383867 -1.997710 0.24 -0.54 -0.37 -0.02
C 2.715117 1.485331 -3.798314 0.31 -0.11 -0.05 -0.98
C -0.029253 -3.501880 0.567861 -0.01 -0.81 -0.46 -0.98
C -3.649487 3.337989 -0.822136 -0.46 -0.20 0.10 -1.00
C -0.054412 4.704799 -1.824982 -0.03 0.24 0.32 0.02
C -0.804645 0.482626 5.615922 -0.19 -0.06 -0.41 -0.98
C -1.878439 -4.416541 3.274814 -0.50 -0.02 0.15 0.03
C 3.334925 -2.173932 3.892078 0.21 0.75 0.48 0.06
C -0.579510 0.315501 0.812831 0.66 0.03 0.91 0.01
C -1.657049 0.619013 -4.324162 0.55 0.18 -0.17 -1.03
C 4.413289 -1.962633 -1.239073 0.07 -0.46 0.42 0.04
H 2.620312 -1.646468 4.516477 0.00 -0.14 0.12 0.05
H -1.486050 -0.334581 5.410294 0.07 -0.01 -0.12 0.00
H 3.692339 1.463617 -4.267186 0.13 0.04 0.29 0.03
H 0.967519 -3.252632 0.232655 0.06 0.10 0.06 0.01
H -2.247060 1.003326 -3.501352 -0.30 -0.31 -0.09 0.00
H 2.427688 0.499004 -3.450048 -0.30 0.02 -0.25 0.00
H 4.355170 -1.898416 4.139117 -0.01 0.03 -0.10 0.10
H -1.588513 0.148031 1.176203 -0.19 -0.06 -0.68 0.10
H -0.798386 1.269911 -4.451762 -0.04 -0.06 -0.05 -0.05
H -3.757437 -0.307232 -1.956610 0.01 0.01 0.11 0.05
H -3.197121 -1.863588 -2.705321 0.01 0.22 -0.16 0.03
H -2.284735 -4.317625 2.275057 0.29 -0.15 -0.12 0.08
H -4.331403 3.923346 -1.424981 0.14 0.21 0.03 0.03
H -3.691710 -1.852622 -1.032504 -0.23 0.25 0.18 0.06
H -0.627345 4.382077 -0.962837 -0.06 -0.31 -0.18 0.06
H 5.025922 -2.463480 -1.980260 -0.13 0.30 -0.30 0.10
H 0.180273 3.932754 -2.549665 -0.15 -0.19 0.11 0.07
H 4.229284 -2.687400 -0.447314 -0.02 0.12 0.07 0.09
H -2.669404 -4.772357 3.927758 0.26 0.04 0.32 0.11
H 3.212820 -3.248141 3.985834 -0.17 -0.04 -0.34 0.11
H 0.865935 5.180512 -1.500686 0.04 -0.01 -0.09 0.10
H -2.800628 2.999959 -1.403181 0.18 0.14 0.16 -0.01
H -0.980423 -5.026087 3.325165 -0.19 -0.17 -0.11 0.09
H 2.879137 2.960025 0.394456 0.11 0.34 0.25 -0.02
H 3.918650 1.587293 0.273414 0.34 -0.06 0.25 0.00
H -0.049189 0.868688 1.581672 0.13 0.01 -0.17 0.01
H -1.170979 1.071834 6.447664 0.13 0.24 -0.11 0.03
H 4.840160 -1.071583 -0.799503 0.07 0.05 -0.11 0.09
H -0.029085 -0.603347 0.636853 -0.15 -0.10 -0.10 0.06
H -0.293646 -3.155890 1.558339 0.34 0.27 -0.68 -0.05
```
Forces are in eV/Å.

Output
gap between HOMO and LUMO = 9.9647 eV
spin multiplicity = 1
largest force on an atom = 1.20 eV/Å
structure (SMILES) = C[N+](=O)[O-].C[N+](=O)[O-].C[N+](=O)[O-].C[N+](=O)[O-].C[N+](=O)[O-].C[N+](=O)[O-].ClCCl.ClCCl.ClCCl.ClCCl.ClCCl.ClCCl

---

Question: spin multiplicity of number 4 (C12H30Cl12N6O12)?
Answer: 1